# 1
{
  "formula": "C2H9N4O",
  "method": "the ωB97M-V functional and the def2-TZVPD basis",
  "species": ["C", "C", "N", "N", "N", "N", "O", "H", "H", "H", "H", "H", "H", "H", "H", "H"],
  "positions_angstrom": [[-0.84328, 0.01149, 0.50398], [2.79771, -0.15688, -0.67893], [-0.61516, -0.90463, 1.38153], [-1.78680, 0.51280, -0.26155], [0.95862, 1.24704, -0.17873], [-3.10235, 0.00558, -0.33855], [2.02033, 0.67046, 0.25477], [3.16991, 0.50610, -1.42175], [2.13147, -0.93943, -1.07246], [3.67131, -0.55332, -0.05869], [0.24534, -1.26960, 1.79021], [-1.50855, 1.33007, -0.87171], [0.75311, 1.97506, 0.47491], [-3.49933, 0.03271, -1.22189], [-1.41620, -1.53017, 1.61776], [-2.97615, -0.93727, 0.08110]],
  "forces_ev_per_a": [[-0.9, 1.1, -1.6], [-0.2, -0.7, 1.7], [-2.4, -1.9, 0.5], [2.2, 0.2, 0.2], [-0.9, 0.6, -2.3], [1.2, -1.0, 3.8], [2.7, -0.8, 1.3], [0.2, 0.4, -0.8], [0.5, 0.2, 0.0], [-1.5, 0.4, -0.9], [0.1, 0.9, -0.6], [-0.5, -1.3, 1.0], [0.2, 0.8, 0.8], [-0.4, -0.2, -2.2], [0.7, 0.5, 0.1], [-1.2, 0.7, -1.0]],
  "multiplicity": 3,
  "fmax_ev_per_a": 4.14,
  "homo_ev": [-11.87, -13.74],
  "total_charge": 1,
  "s2": 2.011,
  "e_above_lowest_kcal_mol": 44.49
}

# 2
{
  "formula": "C6H12N2",
  "method": "the ωB97M-V functional and the def2-TZVPD basis",
  "species": ["C", "C", "C", "N", "N", "C", "H", "H", "H", "H", "H", "H", "H", "H", "C", "C", "H", "H", "H", "H"],
  "positions_angstrom": [[-1.93520, 0.70824, -1.44236], [-0.91229, 0.47216, -0.64302], [-0.34569, -0.66348, -0.08135], [-0.27891, -0.74726, 1.27256], [0.28320, -1.59670, -0.86759], [1.31921, -2.49131, -0.38841], [-2.65699, -0.05594, -1.72270], [-2.11820, 1.70183, -1.84499], [0.45637, -1.32483, 1.65950], [-0.29526, 0.21376, 1.70694], [0.27017, -1.38764, -1.85226], [2.19662, -1.96062, 0.00124], [1.64173, -3.12101, -1.21530], [0.93046, -3.14754, 0.39507], [0.04293, 2.13599, 0.15103], [0.33350, 2.06255, 1.50632], [-0.78038, 2.76401, -0.16925], [0.86799, 2.12297, -0.55380], [-0.36205, 2.44737, 2.24171], [1.34278, 1.86745, 1.84667]],
  "forces_ev_per_a": [[0.1, 0.0, 0.1], [-0.1, -0.3, -0.2], [0.0, 0.1, 0.0], [0.0, 0.3, 0.0], [0.0, 0.1, 0.1], [0.0, 0.1, 0.1], [0.0, 0.0, 0.1], [0.0, 0.0, 0.0], [-0.1, -0.1, -0.1], [0.1, -0.4, -0.2], [0.0, 0.0, 0.1], [-0.1, 0.0, 0.0], [0.0, 0.0, 0.0], [0.0, 0.0, -0.1], [0.4, 0.4, 0.7], [-0.1, 0.2, -0.5], [-0.1, -0.2, 0.0], [-0.1, -0.1, 0.0], [-0.1, 0.0, 0.0], [0.0, -0.1, 0.0]],
  "smiles": "C=C=C(N)NC.C=C",
  "multiplicity": 1,
  "fmax_ev_per_a": 0.87,
  "homo_ev": -6.50,
  "e_above_lowest_kcal_mol": 85.38
}

# 3
{
  "formula": "C2H2I2P",
  "method": "the ωB97M-V functional and the def2-TZVPD basis",
  "species": ["C", "C", "P", "I", "I", "H", "H"],
  "positions_angstrom": [[-1.01861, 0.65898, 0.24188], [0.22954, 0.05046, 0.11856], [1.34381, -1.31327, 0.76188], [-3.07640, 0.22844, 0.68152], [2.64867, -1.90021, -1.22862], [-1.08611, 1.52982, -0.26316], [0.95910, 0.74578, -0.31206]],
  "forces_ev_per_a": [[0.2, -3.9, 0.9], [0.3, -0.4, 1.3], [-1.4, 1.0, -1.8], [1.9, -0.2, 0.0], [-0.9, 0.6, 1.4], [0.1, 3.1, -1.2], [-0.2, -0.1, -0.6]],
  "multiplicity": 1,
  "fmax_ev_per_a": 4.04,
  "homo_ev": [-13.64, -13.64],
  "total_charge": 1,
  "e_above_lowest_kcal_mol": 34.47
}